1.
A single C5H7NO molecule at a distorted geometry. Source: the Open Molecules 2025 dataset; level of theory: the ωB97M-V functional and the def2-TZVPD basis.

Summary:
energy relative to the best compared isomer or geometry (same formula, charge and spin)	3.072	eV
SMILES	C#CCCNC=O
gap between HOMO and LUMO	10.5	eV
LUMO	0.966	eV

Last column: natural (NBO) charge in e.
Element x y z (Å)
O (-2.45, -0.40, -0.84)  -0.642
N (-1.00, 0.54, 0.63)  -0.632
C (-2.10, 0.61, -0.24)  0.430
C (2.56, 1.16, -0.21)  -0.272
C (1.80, 0.24, -0.32)  0.010
C (-0.27, -0.74, 0.68)  -0.213
C (0.82, -0.85, -0.41)  -0.501
H (1.33, -1.82, -0.33)  0.239
H (-1.00, -1.55, 0.53)  0.239
H (0.32, -0.83, -1.39)  0.249
H (-2.90, 1.19, -0.68)  0.237
H (0.18, -0.86, 1.67)  0.204
H (-0.54, 1.33, 1.05)  0.410
H (3.26, 1.98, -0.14)  0.241

2.
A 2-piece molecular cluster, C18H27BrN4O3 overall at a distorted geometry. Source: the Open Molecules 2025 dataset; level of theory: the ωB97M-V functional and the def2-TZVPD basis.

Summary:
SMILES	CNC(=O)[C@H](CC(C)C)NC(C)=O.CN1Cc2cc(Br)ccc2NC1=O
gap between HOMO and LUMO	8.9	eV
LUMO	0.518	eV

Last column: natural (NBO) charge in e.
Element x y z (Å)
Br (0.81, 1.01, -3.69)  0.062
O (-4.18, 5.67, 0.65)  -0.655
O (3.98, -0.20, -0.03)  -0.637
O (3.05, -4.69, -0.23)  -0.631
N (4.74, -1.57, 1.48)  -0.608
N (-2.28, 4.86, -0.11)  -0.631
N (2.19, -3.18, 1.21)  -0.619
N (-4.35, 3.66, -0.44)  -0.444
C (-0.16, 2.22, -2.57)  -0.108
C (-0.20, -2.07, -1.31)  -0.618
C (2.44, -1.98, 0.40)  -0.142
C (-2.21, 2.84, -1.42)  -0.085
C (4.85, -2.72, 2.39)  -0.409
C (1.23, -1.03, 0.53)  -0.394
C (-5.78, 3.57, -0.20)  -0.401
C (-1.25, -0.64, 0.42)  -0.603
C (0.47, 3.36, -2.06)  -0.210
C (3.78, -1.21, 0.62)  0.670
C (2.49, -4.42, 0.82)  0.674
C (2.09, -5.53, 1.76)  -0.710
C (-1.57, 3.98, -0.92)  0.242
C (-3.64, 4.75, 0.05)  0.783
C (-0.13, -1.65, 0.16)  -0.209
C (-3.65, 2.53, -1.05)  -0.217
C (-1.50, 1.97, -2.25)  -0.210
C (-0.24, 4.24, -1.24)  -0.259
H (5.53, -0.94, 1.46)  0.408
H (2.35, -6.49, 1.31)  0.247
H (1.18, -0.68, 1.56)  0.195
H (-3.66, 1.68, -0.36)  0.195
H (0.51, -2.87, -1.51)  0.213
H (-4.18, 2.24, -1.96)  0.205
H (-6.30, 4.43, -0.64)  0.218
H (-1.20, -2.45, -1.54)  0.207
H (1.02, -5.49, 1.93)  0.223
H (-0.32, -2.53, 0.78)  0.186
H (1.39, -0.16, -0.11)  0.242
H (5.77, -2.63, 2.97)  0.212
H (-6.20, 2.66, -0.65)  0.204
H (1.74, -3.06, 2.10)  0.392
H (-1.28, -0.40, 1.49)  0.204
H (1.51, 3.55, -2.31)  0.235
H (-2.21, -1.07, 0.14)  0.205
H (0.02, -1.22, -1.95)  0.213
H (4.00, -2.75, 3.07)  0.189
H (0.26, 5.12, -0.85)  0.219
H (-1.88, 5.75, 0.15)  0.423
H (2.62, -5.42, 2.71)  0.222
H (-1.07, 0.27, -0.14)  0.208
H (-5.99, 3.55, 0.88)  0.211
H (-1.97, 1.07, -2.65)  0.228
H (4.90, -3.64, 1.81)  0.206
H (2.49, -2.29, -0.65)  0.258

3.
A single C5H8O2 molecule at a distorted geometry. Source: the Open Molecules 2025 dataset; level of theory: the ωB97M-V functional and the def2-TZVPD basis.

Summary:
energy relative to the best compared isomer or geometry (same formula, charge and spin)	6.218	eV
SMILES	C=CO/C(O)=C/C
gap between HOMO and LUMO	7.7	eV
LUMO	0.640	eV

Last column: natural (NBO) charge in e.
Element x y z (Å)
O (1.45, -0.89, 0.93)  -0.537
O (1.32, 1.42, -0.34)  -0.679
C (-0.57, 0.24, 0.73)  -0.308
C (0.58, -1.29, -1.19)  -0.579
C (0.74, -1.73, 0.14)  0.138
C (-1.61, 1.26, 0.35)  -0.642
C (0.69, 0.37, 0.20)  0.579
H (-2.56, 0.77, 0.13)  0.212
H (2.14, 1.58, 0.14)  0.511
H (0.82, -0.53, -1.91)  0.233
H (-0.77, -0.26, 1.66)  0.234
H (-1.78, 1.98, 1.14)  0.213
H (0.08, -1.97, -1.88)  0.206
H (0.78, -2.78, 0.43)  0.207
H (-1.32, 1.83, -0.53)  0.213

4.
A 14-piece molecular cluster, C116H155N9O12 overall at a distorted geometry. Source: the Open Molecules 2025 dataset; level of theory: the ωB97M-V functional and the def2-TZVPD basis.

Summary:
gap between HOMO and LUMO	6.3	eV
LUMO	-1.632	eV

Last column: Mulliken charge in e.
Element x y z (Å)
O (3.68, 2.80, -3.76)  -0.370
O (-1.09, -1.17, 4.21)  -0.534
O (-2.60, -7.08, 1.20)  -0.665
O (6.05, -0.92, -6.87)  -0.673
O (-3.75, -1.34, -4.27)  -0.773
O (-5.98, -5.48, -2.72)  -0.709
O (-3.84, 1.47, -7.70)  -0.764
O (-4.39, 4.16, -3.65)  -0.738
O (0.52, 4.69, -1.58)  -0.814
O (8.98, 7.84, -2.52)  -0.603
O (7.10, 5.51, 1.88)  -0.618
O (-5.29, -3.30, 6.94)  -0.692
N (3.01, 1.19, 1.96)  0.405
N (-9.61, 0.12, -1.95)  0.049
N (2.00, -4.17, -4.39)  0.330
N (0.66, -5.89, 4.86)  0.131
N (8.49, -0.34, 2.85)  0.269
N (-2.79, -0.22, -6.69)  -0.001
N (-4.59, 4.94, 5.89)  -0.015
N (-2.66, -2.78, -2.96)  0.532
N (-1.30, -0.55, -0.74)  1.160
C (1.20, 0.62, -6.41)  -0.814
C (4.22, 2.10, -4.65)  0.373
C (-5.15, -5.74, -1.84)  0.366
C (5.72, 2.03, -4.89)  0.506
C (-6.22, -4.17, -0.14)  -1.030
C (2.76, -2.91, -2.28)  -1.265
C (7.91, 3.01, -4.37)  -0.823
C (1.38, -5.48, 6.06)  -0.416
C (-0.13, 6.24, -5.41)  -0.733
C (10.31, -1.15, 1.31)  -0.997
C (7.36, 6.21, 0.89)  0.428
C (-4.09, 3.84, -0.81)  -1.806
C (10.10, 8.79, -0.02)  -0.773
C (-0.87, 5.14, -3.37)  -0.033
C (8.50, 7.21, 0.95)  0.358
C (-0.34, -8.12, 4.24)  -1.235
C (-1.56, 0.71, -1.44)  0.328
C (-1.91, -2.05, 6.32)  0.371
C (-4.29, -5.50, 0.57)  0.495
C (3.66, 0.90, 0.68)  0.152
C (-1.53, 4.29, 0.25)  -0.704
C (4.26, 2.03, -0.16)  -1.574
C (2.00, 1.52, -5.66)  -1.142
C (1.63, -3.41, -3.20)  -0.292
C (1.78, -0.40, -7.17)  -0.404
C (-3.82, 3.77, 0.52)  -0.330
C (3.97, 0.28, -6.43)  0.731
C (0.81, -4.75, -5.06)  -0.465
C (-2.71, -2.26, 0.60)  -0.480
C (-7.31, -0.85, -2.57)  -0.170
C (-0.50, -2.61, 8.31)  -0.864
C (4.68, 5.46, -1.74)  -0.060
C (10.59, 9.08, 1.29)  -0.321
C (-3.99, -6.63, -2.14)  0.301
C (0.92, 2.31, 3.07)  -1.168
C (-4.36, 3.49, 6.16)  -1.232
C (-5.86, -1.79, 4.65)  -0.851
C (-2.97, 4.10, -1.69)  1.022
C (8.96, 7.56, 2.19)  -0.366
C (-2.57, 3.97, 1.06)  -0.354
C (-0.38, 1.04, -2.43)  -0.141
C (-5.19, -0.05, 3.08)  -1.145
C (-2.39, -0.77, 0.26)  -1.209
C (3.19, -0.52, -7.32)  -0.898
C (-0.58, 4.60, -2.04)  0.927
C (8.51, 2.23, -5.37)  -0.803
C (-8.41, 0.26, -2.84)  -1.156
C (-4.37, -2.68, 6.37)  0.153
C (7.30, -0.44, 2.06)  -0.033
C (-3.22, 7.10, 5.81)  -1.569
C (10.04, 8.46, 2.40)  -0.744
C (-3.26, 4.34, -3.11)  0.259
C (9.51, -1.36, 2.59)  -0.661
C (-6.57, 4.57, 4.43)  -1.444
C (-4.55, -1.97, 5.13)  0.805
C (-1.64, -2.96, 9.00)  -0.444
C (3.39, 1.28, -5.60)  0.425
C (2.94, -3.46, -5.31)  0.093
C (-3.70, -3.59, -5.08)  -0.843
C (0.00, -0.38, -0.03)  -0.475
C (-3.54, -1.22, 4.53)  0.173
C (7.69, 1.28, -6.05)  -0.381
C (-2.91, -2.84, 8.40)  -1.037
C (-10.64, -1.62, -3.26)  -1.396
C (-8.75, 2.02, -0.49)  -1.476
C (-3.05, -2.58, 6.99)  0.811
C (6.51, 2.97, -4.15)  -0.714
C (5.24, 5.91, -2.86)  -0.598
C (6.37, -1.54, 2.61)  -1.066
C (9.13, 0.95, 2.96)  -0.512
C (6.29, 1.14, -5.80)  0.170
C (2.42, -4.48, 5.72)  -0.984
C (-3.09, -7.06, -1.14)  0.644
C (-2.05, -7.97, -1.52)  -0.647
C (-3.25, 0.95, -6.73)  0.147
C (-5.18, -5.10, -0.44)  0.665
C (-0.58, -5.20, 2.69)  -0.632
C (-2.90, -7.96, -3.80)  -0.748
C (-3.83, -0.36, 3.43)  0.489
C (-3.20, 1.80, -5.48)  0.339
C (0.19, -5.84, -4.17)  -1.086
C (9.08, 7.79, -0.18)  0.305
C (0.10, 5.79, -4.12)  -0.474
C (1.94, 2.23, 1.87)  0.283
C (8.43, 7.50, -1.55)  0.569
C (-5.14, 5.19, 4.58)  -0.084
C (-2.44, 5.52, -5.23)  -0.573
C (-1.41, 6.18, -5.95)  -0.852
C (6.49, 6.55, -2.85)  -0.466
C (-9.14, 0.49, -0.58)  -0.002
C (6.60, 6.23, -0.43)  0.114
C (8.18, 1.99, 3.60)  -1.093
C (-2.03, -1.56, 4.91)  -0.180
C (-2.18, 5.04, -3.92)  0.717
C (-6.21, -3.56, 1.14)  -0.568
C (-5.30, -3.99, 2.10)  -0.409
C (-1.71, 4.31, -1.14)  0.426
C (-3.32, 5.68, 6.17)  -0.058
C (-3.39, -2.48, -4.05)  0.943
C (5.47, 0.03, -6.29)  0.547
C (-0.66, -2.10, 7.01)  -0.268
C (-3.91, -7.11, -3.44)  -0.495
C (3.07, 0.03, 4.15)  -1.616
C (-3.55, 2.75, 5.04)  0.266
C (5.33, 5.61, -0.50)  -0.885
C (-3.32, -6.63, 0.32)  -0.014
C (-10.27, -1.11, -1.86)  -0.298
C (-1.91, -8.35, -2.86)  -0.639
C (0.38, -1.77, 0.66)  -1.237
C (-0.31, -6.95, 5.19)  -0.320
C (0.13, -4.75, 4.06)  -1.050
C (-4.33, -4.94, 1.81)  -0.624
C (3.89, -4.57, -5.89)  -1.492
C (7.18, 6.75, -1.63)  0.006
C (2.71, -0.09, 2.66)  0.911
C (-6.18, -0.84, 3.66)  -0.778
H (8.70, 2.89, 3.92)  0.410
H (1.45, -1.87, 0.84)  0.391
H (2.78, -4.22, 6.72)  0.435
H (7.63, 1.63, 4.47)  0.283
H (-3.80, 3.41, 7.10)  0.353
H (-7.73, 2.27, -0.79)  0.193
H (3.56, 2.75, -0.60)  0.313
H (0.46, -2.75, 8.78)  0.500
H (-1.56, 6.49, -6.97)  0.401
H (3.64, -1.40, -7.75)  0.487
H (-3.16, 5.72, 7.24)  0.331
H (-2.92, 1.92, 5.34)  0.377
H (-3.43, -3.33, -6.11)  0.380
H (-4.26, 2.34, 4.32)  -0.249
H (1.12, 5.79, -3.75)  0.643
H (-11.09, -0.83, -3.87)  0.313
H (-4.16, 7.48, 6.20)  0.375
H (-0.05, -7.41, 6.14)  0.568
H (-3.56, -2.54, -0.02)  0.182
H (-3.31, 7.23, 4.73)  0.290
H (1.03, -4.24, 3.73)  0.415
H (-4.77, -3.76, -5.10)  0.261
H (-0.53, -6.33, -4.82)  0.453
H (0.03, 2.93, 2.92)  0.314
H (-1.57, -5.58, 2.96)  0.208
H (-2.88, 3.53, 4.67)  0.007
H (6.95, 6.85, -3.77)  0.484
H (9.57, -1.32, 0.53)  0.252
H (8.18, 0.61, -6.74)  0.456
H (1.02, -2.58, -3.57)  0.337
H (7.55, -0.65, 1.02)  -0.014
H (1.64, -0.26, 2.64)  -0.921
H (-2.83, -8.36, -4.80)  0.418
H (-2.57, 0.59, -1.84)  0.739
H (-2.10, -0.17, 1.13)  -0.067
H (8.50, 7.08, 3.04)  0.495
H (10.41, 8.78, 3.37)  0.380
H (4.82, 5.71, -3.84)  0.367
H (-6.85, -2.74, 1.42)  0.472
H (10.78, -0.19, 1.12)  0.287
H (4.91, 5.32, 0.46)  0.570
H (-6.45, -0.68, -3.22)  0.154
H (-2.25, 1.79, -4.93)  -0.439
H (1.60, 2.23, -4.96)  0.765
H (0.06, -2.60, 0.04)  0.429
H (-6.56, 3.48, 4.41)  0.130
H (-1.28, -6.46, 5.22)  0.134
H (1.92, -6.35, 6.43)  0.418
H (-6.87, 4.84, 3.41)  0.464
H (-6.88, -0.73, -1.58)  0.112
H (9.56, 1.30, 2.02)  0.282
H (-1.93, -3.02, 0.53)  -0.040
H (-1.57, 1.52, -0.71)  -0.310
H (4.83, 1.61, -0.98)  0.576
H (0.41, 1.37, 3.29)  -0.015
H (7.53, 2.22, 2.76)  0.117
H (-4.66, 3.42, 1.10)  0.377
H (-2.36, -2.02, -2.38)  -0.370
H (1.22, -1.11, -7.76)  0.526
H (4.52, -4.93, -5.07)  0.348
H (6.75, 0.49, 1.91)  0.086
H (2.56, 3.13, 1.90)  0.407
H (-1.20, -8.77, 4.39)  0.378
H (0.02, -4.07, -5.39)  0.180
H (9.02, -2.33, 2.64)  0.298
H (0.52, -8.78, 4.34)  0.354
H (-11.17, -0.72, -1.38)  0.448
H (0.24, 0.16, -2.62)  0.430
H (4.48, -4.08, -6.66)  0.427
H (4.98, 2.66, 0.37)  0.170
H (0.09, 0.48, 0.63)  0.243
H (-1.35, -8.47, -0.86)  0.512
H (-0.48, -4.15, 4.73)  0.755
H (1.46, 2.61, 3.96)  0.403
H (0.14, 0.80, -6.37)  0.616
H (3.68, 5.05, -1.75)  0.560
H (3.52, -2.34, -2.81)  0.334
H (-0.47, -5.47, -3.39)  0.165
H (-2.69, -0.67, -5.80)  0.072
H (8.47, 3.82, -3.93)  0.481
H (-3.42, 5.46, -5.67)  0.531
H (-0.85, 1.31, -3.38)  -1.100
H (-3.85, 1.31, -4.76)  0.262
H (0.83, -6.60, -3.72)  0.311
H (0.67, 6.79, -5.89)  0.464
H (0.86, -0.11, -0.65)  0.562
H (-2.93, -0.86, -7.46)  0.267
H (0.27, -1.74, 6.59)  0.369
H (-5.28, 2.92, 6.31)  0.475
H (-9.72, -2.00, -3.71)  0.298
H (-8.05, 1.29, -2.88)  0.375
H (-0.74, -4.35, 2.02)  -0.363
H (-3.11, 0.11, 2.78)  0.549
H (11.05, -1.94, 1.42)  0.398
H (-9.45, 2.58, -1.11)  0.401
H (-11.38, -2.40, -3.11)  0.432
H (-5.26, 6.27, 4.46)  0.643
H (0.65, -5.14, 6.80)  0.383
H (2.84, -0.92, 4.63)  0.152
H (-3.68, -5.19, 2.64)  0.434
H (1.15, -5.25, -5.97)  0.498
H (9.59, 2.22, -5.44)  0.385
H (-0.20, -5.92, 1.96)  0.491
H (-1.73, -3.30, 10.02)  0.395
H (-0.55, 4.24, 0.71)  0.476
H (1.00, -3.97, -2.51)  0.070
H (-3.79, -3.11, 8.96)  0.464
H (9.99, 0.75, 3.59)  0.469
H (-2.36, 7.55, 6.31)  0.398
H (-1.09, -9.03, -3.00)  0.457
H (-0.07, -1.71, 1.65)  -0.426
H (6.94, -2.40, 2.97)  0.491
H (6.27, 3.65, -3.34)  0.520
H (-7.71, -1.86, -2.67)  0.191
H (3.29, -3.73, -1.79)  0.362
H (10.51, 9.36, -0.84)  0.444
H (4.51, 0.24, 0.85)  0.225
H (3.49, -2.63, -4.85)  0.217
H (-6.87, -3.94, -0.97)  0.620
H (-8.83, 2.44, 0.51)  0.457
H (0.19, 1.81, -1.92)  0.213
H (5.81, -1.19, 3.48)  0.029
H (-3.16, -4.48, -4.75)  0.091
H (-8.78, 0.20, -3.87)  0.423
H (2.95, 0.27, 0.14)  -0.041
H (-6.67, -2.29, 5.16)  0.438
H (2.31, -3.02, -6.08)  0.027
H (2.42, -2.14, -1.59)  0.171
H (-4.68, -6.80, -4.13)  0.562
H (1.42, 2.21, 0.91)  -0.201
H (5.70, -1.99, 1.87)  0.279
H (3.21, -0.90, 2.14)  0.678
H (4.13, 0.28, 4.21)  0.394
H (-3.42, 2.85, -5.69)  0.096
H (1.97, -3.66, 5.16)  -0.099
H (-9.70, -1.78, -1.22)  0.266
H (3.27, -4.91, 5.19)  0.370
H (-3.34, -0.30, -0.02)  1.096
H (-8.28, -0.04, -0.16)  -0.115
H (-0.27, -7.67, 3.25)  0.163
H (3.46, -5.51, -6.24)  0.280
H (-5.11, 3.76, -1.17)  0.653
H (-7.16, 4.84, 5.30)  0.393
H (-2.78, -3.75, -2.70)  -0.323
H (-2.46, 5.18, 5.73)  0.245
H (-4.61, 4.76, 3.74)  -0.003
H (-2.48, 3.65, 2.09)  0.413
H (-3.08, -2.30, 1.63)  -0.436
H (-7.20, -0.70, 3.33)  0.569
H (-5.33, -3.48, 3.05)  0.498
H (10.24, -1.34, 3.40)  0.452
H (-9.92, 0.39, 0.18)  0.525
H (-5.60, 0.73, 2.45)  0.836
H (11.33, 9.86, 1.39)  0.387
H (2.74, 0.89, 4.73)  0.264

| no. | E_HOMO (eV) |
| --- | --- |
| 1 | -9.502 |
| 2 | -8.343 |
| 3 | -7.094 |
| 4 | -7.917 |